C2H4BrFO | ωB97M-V with the def2-TZVPD basis set

Last column: Löwdin charge in e.
Element x y z (Å)
Br  3.10322  -0.13661  -0.13027  0.421
F  -1.55906  -1.49082  0.70643  0.095
O  -0.06186  -0.95879  -0.88690  0.052
C  -0.62318  0.71792  0.59698  0.087
C  -0.76675  -0.54909  0.20177  -0.485
H  0.12686  -1.87568  -0.86766  0.098
H  -1.12840  1.28430  1.42128  0.094
H  1.76180  -0.09526  -0.33360  -0.395
H  0.04059  1.28023  0.03906  0.032

As for the HOMO-LUMO gap (spin up / spin down): 5.789 / 8.890 eV. As for the LUMO energy (spin up / spin down): 0.672 / -2.024 eV. Its expectation value of S² is 2.01. The calculation puts the energy relative to the best compared isomer or geometry (same formula, charge and spin) at 1.460 eV. As for the total energy: -76940.7016 eV. As for the multiplicity: 3. The value obtained for the largest force on an atom is 9.26 eV/Å. For the highest occupied orbital energy (spin up / spin down), the calculation gives -5.12 / -10.91 eV.